Entry 1:
The following is a DFT calculation (wB97M-V/def2-TZVPD) of a structure of composition C31H21I3N6OTi.

The total energy is -90896.60998 eV. As for the spin multiplicity: 1. For the HOMO energy (alpha / beta), the calculation gives -0.240 / -0.240 Eh. The energy relative to the best compared isomer or geometry (same formula, charge and spin) comes out at 0.000 eV. Its charge is 0.

Atoms and positions in Å:
Ti1 -0.271 0.134 0.870
C1 0.858 0.305 -4.618
C2 1.813 0.515 -3.633
C3 1.609 0.021 -2.351
C4 0.444 -0.672 -2.030
C5 -0.504 -0.894 -3.026
C6 -0.295 -0.412 -4.311
N1 0.212 -1.048 -0.680
C7 -0.029 -2.425 -0.428
C8 0.422 -3.482 -1.213
C9 0.177 -4.793 -0.819
C10 -0.502 -5.055 0.365
C11 -0.945 -4.008 1.164
C12 -0.708 -2.702 0.767
N2 -1.110 -1.537 1.429
N3 -1.930 -1.643 2.528
C13 -2.289 -0.440 2.866
C14 -3.236 -0.198 3.927
C15 -3.641 1.056 4.195
C16 -3.131 2.159 3.423
C17 -2.237 1.907 2.449
N4 -1.776 0.641 2.150
H1 1.012 0.689 -5.618
H2 2.720 1.061 -3.861
H3 2.348 0.179 -1.573
H4 -1.404 -1.445 -2.779
H5 -1.042 -0.589 -5.076
H6 0.957 -3.275 -2.132
H7 0.521 -5.611 -1.439
H8 -0.689 -6.078 0.666
H9 -1.482 -4.179 2.087
H10 -3.602 -1.056 4.473
H11 -4.359 1.238 4.985
H12 -3.452 3.174 3.612
H13 -1.812 2.713 1.863
I1 3.693 3.201 0.211
C18 1.878 3.105 -0.780
C19 1.694 3.803 -2.002
C20 0.530 3.709 -2.701
I2 0.356 4.727 -4.509
C21 -0.535 2.906 -2.210
C22 -1.794 2.722 -2.823
C23 -2.727 1.899 -2.258
C24 -2.407 1.202 -1.082
N5 -1.248 1.347 -0.486
C25 -0.333 2.212 -1.007
C26 0.893 2.306 -0.265
O1 1.000 1.576 0.832
H14 2.503 4.411 -2.384
H15 -2.013 3.237 -3.749
H16 -3.694 1.751 -2.717
H17 -3.095 0.501 -0.623
I3 0.824 1.425 4.259
C27 2.017 0.061 3.224
C28 3.311 -0.109 3.696
C29 4.129 -1.029 3.071
C30 3.621 -1.763 2.018
C31 2.322 -1.529 1.614
N6 1.517 -0.623 2.192
H18 3.654 0.474 4.538
H19 5.147 -1.175 3.413
H20 4.212 -2.506 1.501
H21 1.898 -2.091 0.796

Atom charges from the natural (NBO) analysis, given in e for atoms 1 to 5: 1.734 -0.237 -0.196 -0.265 0.234


Entry 2:
The following is a DFT calculation (wB97M-V/def2-TZVPD) of a structure of composition C31H21IrN4O4Se.

The total energy is -114819.25364 eV. As for the spin multiplicity: 2. For the HOMO energy (alpha / beta), the calculation gives -0.376 / -0.376 Eh. The energy relative to the best compared isomer or geometry (same formula, charge and spin) comes out at 0.000 eV. Its charge is +1.

Atoms and positions in Å:
Ir1 -0.334 0.056 -0.423
C1 -0.487 -3.136 -3.369
C2 -0.715 -1.917 -2.719
N1 0.064 -1.462 -1.756
C3 1.118 -2.233 -1.338
C4 1.414 -3.469 -1.945
C5 0.571 -3.908 -2.986
C6 2.531 -4.202 -1.486
C7 3.291 -3.700 -0.471
C8 2.985 -2.469 0.144
C9 1.908 -1.723 -0.270
N2 1.507 -0.476 0.226
C10 2.407 0.597 0.182
C11 3.643 0.656 0.780
C12 4.472 1.784 0.616
C13 4.079 2.857 -0.128
C14 2.815 2.841 -0.758
C15 2.329 3.903 -1.547
C16 1.097 3.804 -2.125
C17 0.335 2.648 -1.920
N3 0.761 1.626 -1.203
C18 1.991 1.709 -0.600
H1 -1.164 -3.443 -4.153
H2 -1.564 -1.310 -2.992
H3 0.769 -4.859 -3.463
H4 2.762 -5.155 -1.943
H5 4.144 -4.260 -0.112
H6 3.591 -2.134 0.971
H7 3.979 -0.152 1.411
H8 5.435 1.795 1.109
H9 4.713 3.727 -0.240
H10 2.937 4.789 -1.678
H11 0.684 4.600 -2.729
H12 -0.651 2.571 -2.351
O1 -0.695 0.929 1.423
C19 -1.092 -0.197 1.893
O2 -1.167 -1.151 1.039
C20 -1.441 -0.372 3.295
C21 -1.904 -1.607 3.732
C22 -2.250 -1.813 5.066
C23 -2.105 -0.738 5.911
O3 -2.375 -0.683 7.234
C24 -2.028 0.638 7.670
O4 -1.606 1.371 6.519
C25 -1.640 0.498 5.473
C26 -1.297 0.721 4.172
H13 -1.994 -2.415 3.019
H14 -2.614 -2.764 5.424
H15 -1.208 0.575 8.386
H16 -2.906 1.114 8.105
H17 -0.936 1.678 3.824
Se1 -2.601 0.748 -0.987
C27 -2.867 1.079 -2.833
C28 -1.871 0.989 -3.804
C29 -2.210 1.266 -5.118
N4 -3.436 1.612 -5.505
C30 -4.381 1.696 -4.574
C31 -4.152 1.444 -3.228
H18 -0.857 0.712 -3.548
H19 -1.460 1.207 -5.899
H20 -5.369 1.979 -4.915
H21 -4.955 1.529 -2.509

Atom charges from the natural (NBO) analysis, given in e for atoms 1 to 5: 1.051 -0.266 0.081 -0.434 0.199


Entry 3:
The following is a DFT calculation (wB97M-V/def2-TZVPD) of a structure of composition C31H22AsF16IrN8.

The total energy is -151560.18023 eV. As for the spin multiplicity: 5. For the HOMO energy (alpha / beta), the calculation gives -0.464 / -0.482 Eh. The energy relative to the best compared isomer or geometry (same formula, charge and spin) comes out at 4.620 eV. Its charge is +2.

Atoms and positions in Å:
Ir1 0.604 -0.066 -1.012
C1 0.011 -2.347 2.454
N1 -0.215 -0.934 2.110
C2 -1.636 -0.564 2.304
C3 -2.583 -0.993 1.201
N2 -2.687 -0.095 0.055
C4 -3.613 -0.288 -0.994
C5 -4.566 -1.338 -1.033
F1 -4.827 -2.004 0.095
C6 -5.176 -1.889 -2.182
F2 -5.786 -3.052 -1.964
C7 -5.178 -1.441 -3.466
F3 -5.732 -2.227 -4.378
C8 -4.787 -0.125 -4.003
F4 -5.753 0.334 -4.841
C9 -3.408 0.606 -1.994
F5 -1.841 2.424 -2.241
C10 1.990 0.286 2.303
C11 2.686 -0.684 1.369
N3 2.373 -0.448 -0.038
C12 3.422 -0.679 -0.900
C13 3.519 0.071 -2.092
F6 2.618 1.041 -2.328
C14 4.514 -0.110 -3.017
F7 4.562 0.637 -4.105
C15 5.483 -1.085 -2.790
F8 6.436 -1.282 -3.669
C16 5.435 -1.847 -1.627
F9 6.341 -2.783 -1.419
C17 4.435 -1.641 -0.702
F10 4.413 -2.440 0.361
H1 -0.169 -2.534 3.520
H2 1.009 -2.670 2.185
H3 -0.681 -2.942 1.863
H4 -1.719 0.515 2.451
H5 -2.009 -1.047 3.216
H6 -3.558 -1.039 1.685
H7 -2.342 -2.003 0.864
H8 2.607 0.399 3.195
H9 1.988 1.243 1.786
H10 2.554 -1.730 1.637
H11 3.744 -0.463 1.513
N4 0.582 1.607 4.512
C18 0.206 0.469 3.925
N5 0.652 -0.059 2.817
C19 0.411 2.683 1.746
N6 -0.211 2.050 1.000
N7 -0.549 1.163 0.138
C20 -1.956 1.140 -0.231
C21 -2.058 1.169 -1.742
C22 -4.085 0.930 -3.251
C23 -3.398 0.352 -4.470
C24 -2.149 -0.382 -4.375
C25 -1.120 -0.351 -3.406
N8 -1.000 0.273 -2.255
C26 1.090 3.369 2.790
C27 1.659 4.619 2.513
C28 2.310 5.331 3.498
C29 2.387 4.799 4.780
C30 1.839 3.558 5.068
C31 1.206 2.821 4.083
H12 0.279 1.661 5.477
H13 -0.570 -0.073 4.451
H14 -2.456 2.019 0.193
H15 -4.477 1.936 -3.353
H16 -3.531 0.867 -5.417
H17 -1.891 -0.976 -5.244
H18 -0.261 -0.952 -3.667
H19 1.564 5.017 1.511
H20 2.750 6.292 3.275
H21 2.875 5.356 5.568
H22 1.907 3.161 6.074
F11 1.289 -1.625 -2.261
As1 0.781 -3.343 -1.627
F12 1.879 -3.079 -0.317
F13 2.038 -3.959 -2.578
F14 -0.402 -2.439 -0.671
F15 -0.317 -3.348 -2.933
F16 0.246 -4.818 -0.994

Atom charges from the Löwdin analysis, given in e for atoms 1 to 5: 1.385 -0.008 -0.123 -0.155 -0.111


Entry 4:
The following is a DFT calculation (wB97M-V/def2-TZVPD) of a structure of composition C31H22F5IrN5O3SSe.

The total energy is -138701.82349 eV. As for the spin multiplicity: 1. For the HOMO energy, the calculation gives -0.382 Eh. The energy relative to the best compared isomer or geometry (same formula, charge and spin) comes out at 0.000 eV. Its charge is +1.

Atoms and positions in Å:
Ir1 -0.361 0.152 0.058
C1 -1.215 2.900 0.705
N1 -1.394 1.533 1.267
C2 -2.810 1.089 1.280
C3 -3.210 0.481 -0.041
C4 -4.520 0.495 -0.474
C5 -4.851 -0.180 -1.639
C6 -3.858 -0.838 -2.343
C7 -2.564 -0.806 -1.862
N2 -2.249 -0.162 -0.734
C8 -0.703 1.429 2.579
C9 0.785 1.475 2.327
C10 1.672 2.019 3.228
C11 3.030 1.992 2.938
C12 3.446 1.466 1.732
C13 2.498 0.956 0.864
N3 1.202 0.933 1.163
C14 -0.938 2.879 -0.772
C15 -1.203 3.956 -1.594
C16 -0.836 3.889 -2.930
C17 -0.232 2.737 -3.404
C18 -0.019 1.687 -2.532
N4 -0.347 1.764 -1.237
H1 -0.343 3.341 1.192
H2 -2.073 3.530 0.947
H3 -3.475 1.916 1.539
H4 -2.909 0.306 2.034
H5 -5.271 1.013 0.105
H6 -5.874 -0.190 -1.990
H7 -4.073 -1.380 -3.252
H8 -1.747 -1.309 -2.361
H9 -0.970 0.469 3.020
H10 -1.008 2.230 3.257
H11 1.306 2.446 4.152
H12 3.746 2.393 3.642
H13 4.490 1.440 1.454
H14 2.763 0.552 -0.099
H15 -1.688 4.835 -1.190
H16 -1.030 4.723 -3.591
H17 0.061 2.634 -4.438
H18 0.405 0.748 -2.856
F1 6.469 -0.637 -2.988
C19 5.208 -0.817 -2.622
C20 4.911 -1.335 -1.373
F2 5.896 -1.650 -0.535
C21 3.589 -1.516 -1.003
F3 3.361 -2.014 0.212
C22 2.526 -1.173 -1.833
Se1 0.726 -1.635 -1.342
C23 2.866 -0.680 -3.087
F4 1.919 -0.382 -3.989
C24 4.178 -0.493 -3.487
F5 4.453 -0.008 -4.695
O1 1.358 -1.285 2.669
C25 0.361 -1.886 2.325
N5 -0.576 -1.428 1.418
S1 -1.828 -2.493 1.225
O2 -1.865 -3.000 -0.119
O3 -3.045 -1.901 1.730
C26 -1.211 -3.686 2.345
C27 -1.761 -4.904 2.693
C28 -1.050 -5.669 3.609
C29 0.156 -5.216 4.142
C30 0.685 -3.987 3.776
C31 -0.022 -3.225 2.863
H19 -2.695 -5.249 2.270
H20 -1.437 -6.633 3.910
H21 0.686 -5.838 4.850
H22 1.622 -3.623 4.176

Atom charges from the natural (NBO) analysis, given in e for atoms 1 to 5: 0.904 -0.269 -0.390 -0.279 0.232


Entry 5:
The following is a DFT calculation (wB97M-V/def2-TZVPD) of a structure of composition C31H22F9N7OOsSTe.

The total energy is -90021.08183 eV. As for the spin multiplicity: 1. For the HOMO energy (alpha / beta), the calculation gives -0.478 / -0.461 Eh. The energy relative to the best compared isomer or geometry (same formula, charge and spin) comes out at 0.422 eV. Its charge is +2.

Atoms and positions in Å:
Os1 -0.092 0.461 1.188
C1 -1.992 -2.617 3.566
C2 -1.788 -1.512 2.735
N1 -0.585 -1.188 2.281
C3 0.482 -1.945 2.659
C4 0.361 -3.067 3.478
C5 -0.927 -3.398 3.935
C6 1.547 -3.808 3.810
C7 2.758 -3.432 3.344
C8 2.899 -2.272 2.509
C9 4.127 -1.809 2.002
C10 4.156 -0.678 1.224
C11 2.966 -0.001 0.950
N2 1.795 -0.420 1.408
C12 1.759 -1.539 2.180
H1 -2.995 -2.832 3.906
H2 -2.612 -0.879 2.440
H3 -1.067 -4.258 4.578
H4 1.448 -4.677 4.447
H5 3.645 -3.995 3.601
H6 5.040 -2.343 2.235
H7 5.084 -0.291 0.830
H8 2.960 0.907 0.363
S1 -1.328 2.417 -2.710
C13 -2.230 2.850 -4.129
N3 -3.536 2.924 -4.189
C14 -3.982 3.309 -5.539
C15 -2.655 3.625 -6.263
N4 -1.657 3.162 -5.284
H9 -4.146 2.899 -3.359
H10 -4.639 4.172 -5.473
H11 -4.525 2.486 -6.000
H12 -2.525 4.688 -6.462
H13 -2.552 3.073 -7.193
H14 -0.663 3.145 -5.437
C16 1.443 -0.679 -2.231
Te1 -0.422 -0.763 -1.197
C17 0.052 -2.823 -0.883
C18 1.075 -3.147 -1.944
C19 1.357 -4.469 -2.274
C20 2.316 -4.758 -3.229
C21 2.997 -3.728 -3.866
C22 2.713 -2.410 -3.549
C23 1.753 -2.114 -2.586
H15 2.192 -0.238 -1.576
H16 1.325 -0.044 -3.107
H17 -0.854 -3.418 -0.969
H18 0.451 -2.925 0.126
H19 0.818 -5.273 -1.787
H20 2.525 -5.787 -3.487
H21 3.739 -3.953 -4.619
H22 3.235 -1.608 -4.056
N5 -1.959 1.058 0.935
C24 -3.099 1.265 0.784
C25 -4.423 1.511 0.594
C26 -5.378 0.924 1.469
N6 -6.103 0.436 2.217
C27 -4.754 2.242 -0.570
N7 -4.932 2.853 -1.530
F1 1.114 4.435 1.158
C28 0.331 3.429 1.448
F2 0.615 2.430 0.460
F3 -0.921 3.763 1.224
C29 0.568 2.776 2.847
O1 0.270 1.434 2.861
C30 2.068 2.941 3.245
F4 2.375 4.184 3.584
F5 2.374 2.127 4.243
F6 2.839 2.588 2.189
C31 -0.351 3.492 3.885
F7 -0.311 4.815 3.716
F8 0.038 3.198 5.119
F9 -1.608 3.078 3.727

Atom charges from the Löwdin analysis, given in e for atoms 1 to 5: 1.315 0.014 -0.052 -0.067 -0.154


Entry 6:
The following is a DFT calculation (wB97M-V/def2-TZVPD) of a structure of composition C31H22N5O6Ti.

The total energy is -75357.30770 eV. As for the spin multiplicity: 2. For the HOMO energy (alpha / beta), the calculation gives -0.274 / -0.278 Eh. The energy relative to the best compared isomer or geometry (same formula, charge and spin) comes out at 0.000 eV. Its charge is 0.

Atoms and positions in Å:
Ti1 -0.338 -0.071 -0.984
O1 3.333 -0.195 -2.756
C1 2.256 -0.437 -2.220
N1 1.053 0.114 -2.423
C2 0.764 1.183 -3.298
C3 1.660 1.899 -4.084
C4 1.171 2.923 -4.895
C5 -0.181 3.224 -4.930
C6 -1.091 2.497 -4.164
C7 -0.621 1.482 -3.349
N2 -1.396 0.646 -2.496
C8 -2.669 0.295 -2.761
O2 -3.393 0.641 -3.678
C9 -3.182 -0.647 -1.691
C10 -4.536 -0.837 -1.528
C11 -4.977 -1.627 -0.483
C12 -4.036 -2.201 0.356
C13 -2.698 -1.963 0.116
N3 -2.258 -1.209 -0.897
C14 2.147 -1.559 -1.193
C15 3.286 -2.157 -0.688
C16 3.148 -3.204 0.201
C17 1.870 -3.647 0.520
C18 0.789 -2.989 -0.017
N4 0.902 -1.935 -0.841
H1 2.711 1.655 -4.052
H2 1.862 3.476 -5.522
H3 -0.541 4.027 -5.564
H4 -2.150 2.706 -4.215
H5 -5.207 -0.342 -2.217
H6 -6.037 -1.785 -0.312
H7 -4.328 -2.815 1.199
H8 -1.949 -2.374 0.774
H9 4.245 -1.781 -1.021
H10 4.020 -3.684 0.631
H11 1.713 -4.486 1.185
H12 -0.214 -3.319 0.205
C19 -1.534 2.205 2.521
C20 -0.678 2.780 1.596
C21 -1.043 2.867 0.255
C22 -2.295 2.425 -0.142
C23 -3.154 1.831 0.784
C24 -2.769 1.707 2.110
H13 -1.240 2.140 3.564
H14 0.289 3.157 1.913
H15 -0.374 3.316 -0.465
H16 -2.627 2.585 -1.158
H17 -4.131 1.486 0.467
H18 -3.434 1.239 2.827
O3 1.125 0.832 0.125
C25 0.706 0.136 1.092
O4 -0.461 -0.376 0.989
C26 1.553 -0.196 2.279
C27 2.835 0.308 2.353
C28 3.660 -0.054 3.411
C29 3.169 -0.920 4.355
C30 1.888 -1.423 4.313
C31 1.068 -1.049 3.256
N5 4.067 -1.331 5.489
O5 5.176 -0.854 5.516
O6 3.620 -2.114 6.292
H19 3.184 0.980 1.577
H20 4.671 0.320 3.503
H21 1.553 -2.094 5.093
H22 0.050 -1.408 3.179

Atom charges from the natural (NBO) analysis, given in e for atoms 1 to 5: 1.604 -0.620 0.634 -0.714 0.104


Entry 7:
The following is a DFT calculation (wB97M-V/def2-TZVPD) of a structure of composition C31H23AsN3O8SSc.

The total energy is -145749.06849 eV. As for the spin multiplicity: 1. For the HOMO energy, the calculation gives -0.292 Eh. Its charge is 0.

Atoms and positions in Å:
Sc1 0.964 -0.554 1.055
O1 1.974 1.308 1.126
C1 1.744 2.306 1.826
C2 0.616 2.483 2.683
C3 0.617 3.608 3.521
C4 -0.386 3.762 4.424
C5 -1.411 2.811 4.545
C6 -1.437 1.716 3.725
C7 -0.444 1.531 2.737
O2 -0.516 0.539 1.913
N1 -0.386 4.943 5.307
O3 -1.279 5.027 6.126
O4 0.525 5.739 5.193
H1 2.482 3.115 1.803
H2 1.413 4.341 3.466
H3 -2.173 2.963 5.296
H4 -2.222 0.975 3.799
S1 2.086 -2.300 -0.464
C8 1.158 -2.462 -1.967
C9 1.238 -3.668 -2.673
C10 0.571 -3.838 -3.876
C11 -0.174 -2.801 -4.426
C12 -0.258 -1.598 -3.745
C13 0.377 -1.441 -2.519
As1 0.381 0.199 -1.519
C14 1.796 1.145 -2.469
C15 3.100 1.148 -1.983
C16 4.115 1.749 -2.720
C17 3.836 2.345 -3.942
C18 2.537 2.331 -4.433
C19 1.524 1.731 -3.700
C20 -1.194 1.152 -2.086
C21 -2.387 0.481 -2.329
C22 -3.550 1.196 -2.589
C23 -3.530 2.583 -2.591
C24 -2.345 3.256 -2.322
C25 -1.183 2.544 -2.061
H5 1.838 -4.472 -2.261
H6 0.646 -4.785 -4.397
H7 -0.676 -2.925 -5.378
H8 -0.815 -0.778 -4.178
H9 3.343 0.674 -1.046
H10 5.127 1.746 -2.336
H11 4.627 2.812 -4.516
H12 2.311 2.783 -5.390
H13 0.520 1.715 -4.102
H14 -2.420 -0.600 -2.318
H15 -4.474 0.666 -2.785
H16 -4.437 3.140 -2.793
H17 -2.326 4.339 -2.312
H18 -0.267 3.079 -1.851
C26 -2.045 -3.064 -0.097
C27 -1.313 -3.132 1.197
N2 -0.360 -2.317 1.583
C28 0.092 -2.771 2.806
C29 -0.617 -3.874 3.167
N3 -1.495 -4.079 2.139
C30 -0.667 -4.805 4.325
O5 0.201 -4.617 5.296
O6 -1.498 -5.682 4.326
C31 1.220 -2.079 3.481
O7 1.578 -2.415 4.597
O8 1.749 -1.114 2.779
H19 -2.276 -2.026 -0.328
H20 -2.977 -3.628 -0.062
H21 -1.422 -3.460 -0.901
H22 -2.150 -4.847 2.133
H23 0.804 -3.847 5.092

Atom charges from the natural (NBO) analysis, given in e for atoms 1 to 5: 1.587 -0.640 0.461 -0.254 -0.100